# 1
Here is one molecule with the formula C14H19NO4 from OMol25. Energies are from wB97M-V/def2-TZVPD.

```
38
C14H19NO4, DFT wB97M-V/def2-TZVPD
C 5.0244 3.1832 -0.1965
C 4.5308 2.0070 0.6317
O 4.3108 0.8505 -0.1854
C 3.1361 0.7647 -0.8120
O 2.2380 1.5521 -0.7069
C 3.1044 -0.4882 -1.6864
O 1.8196 -0.7978 -2.1446
C 0.8596 -1.1305 -1.2281
C -0.4200 -1.3318 -1.7430
C -1.4595 -1.6850 -0.9090
C -1.2569 -1.8496 0.4576
C -2.4055 -2.1597 1.3733
C -2.9929 -0.8616 1.9555
N -3.4709 0.0221 0.9208
C -4.7849 0.1509 0.6185
C -5.0397 1.0403 -0.5820
O -5.6649 -0.3747 1.2652
C 0.0205 -1.6510 0.9594
C 1.0749 -1.2997 0.1336
H 5.2362 4.0240 0.4575
H 4.2630 3.4790 -0.9139
H 5.9307 2.9126 -0.7327
H 3.5947 2.2636 1.1379
H 5.2793 1.6960 1.3629
H 3.6961 -0.2866 -2.5850
H 3.5701 -1.3229 -1.1456
H -0.5717 -1.2027 -2.8029
H -2.4453 -1.8411 -1.3237
H -3.1918 -2.6835 0.8278
H -2.0751 -2.7902 2.1997
H -2.2305 -0.3416 2.5437
H -3.8499 -1.0932 2.5915
H -2.7786 0.4032 0.2948
H -4.6424 2.0357 -0.3976
H -6.1090 1.1074 -0.7584
H -4.5538 0.6287 -1.4641
H 0.2020 -1.7750 2.0176
H 2.0521 -1.1546 0.5685
```

ΔE to the lowest compared entry with this formula, charge and spin ... 77.5 kJ/mol
Gap between HOMO and LUMO ... 0.339 Ha
SMILES string ... CCOC(=O)COc1ccc(CCNC(C)=O)cc1
Highest occupied orbital energy ... -8.54 eV
LUMO level ... 0.681 eV



# 2
Here is a 2-piece molecular cluster, C10H14N2 overall in a non-equilibrium geometry from OMol25. Energies are from wB97M-V/def2-TZVPD.

```
26
C10H14N2, DFT wB97M-V/def2-TZVPD
C -1.5710 -1.0273 1.7023
C -0.3087 -0.7561 0.7778
C 0.6884 -2.0128 0.5226
C 2.3198 -0.3648 -0.2778
C 1.0896 0.4570 -0.7953
C 1.2799 1.4549 -1.7478
C 0.1337 2.0837 -2.2672
C -1.1751 1.9493 -1.7965
C -1.3228 0.9300 -0.7019
C -0.1996 0.3118 -0.2476
H -1.3740 0.8620 2.5418
H -3.0781 0.3437 2.4584
H -2.3851 -2.1963 1.2610
H -1.3358 -1.4687 2.7766
H 0.5235 -0.4092 1.4532
H 0.2881 -2.7313 -0.1409
H 0.6507 -2.4698 1.5980
H 1.7007 -2.2557 -1.2245
H 2.3988 0.2098 0.8774
H 3.3613 -0.0114 -0.6848
H 2.3229 1.7934 -2.1587
H 0.4789 2.8781 -2.9847
H -1.9943 2.6967 -2.3000
H -2.3111 1.1345 -0.2837
N -2.1860 0.3776 1.8925
N 2.0051 -1.7791 -0.2502
```

ΔE to the lowest compared entry with this formula, charge and spin ... 591.9 kJ/mol
Gap between HOMO and LUMO ... 0.350 Ha
Highest occupied orbital energy ... -8.65 eV
LUMO level ... 0.873 eV



# 3
Here is a 2-piece molecular cluster, C9H14 overall in a non-equilibrium geometry from OMol25. Energies are from wB97M-V/def2-TZVPD.

```
23
C9H14, DFT wB97M-V/def2-TZVPD
C 1.1910 2.2262 0.5724
C 1.4070 0.8438 0.1176
C 1.9179 -0.1569 1.0186
C 2.1639 -1.4712 0.5815
C 1.7529 -1.8393 -0.6785
C 1.0102 -1.0130 -1.4872
C 0.9866 0.3940 -1.1895
H 0.0420 2.5149 0.4017
H 1.8076 2.9986 0.0730
H 1.1241 2.0777 1.6932
H 2.3491 0.2594 1.9264
H 3.0271 -1.9318 1.0602
H 2.1932 -2.7504 -1.0885
H 0.7078 -1.4047 -2.4368
H 0.6277 1.0479 -1.9800
C -3.2363 -0.6056 0.5617
C -2.2837 0.2726 -0.3593
H -3.4167 -0.2539 1.6181
H -4.1351 -0.8933 0.0833
H -2.9169 -1.5613 0.9371
H -1.7776 -0.5222 -0.9189
H -1.6412 0.7961 0.4155
H -2.9005 0.9726 -0.9216
```

ΔE to the lowest compared entry with this formula, charge and spin ... 195.6 kJ/mol
Gap between HOMO and LUMO ... 0.359 Ha
SMILES string ... Cc1ccccc1.CC
Highest occupied orbital energy ... -8.85 eV
LUMO level ... 0.932 eV



# 4
Here is C4H2O6S as an isolated structure in a non-equilibrium geometry from OMol25. Energies are from wB97M-V/def2-TZVPD.

```
13
C4H2O6S, DFT wB97M-V/def2-TZVPD
C -1.3087 0.3274 0.6146
C -1.8986 1.6949 0.4810
C 0.8250 0.4776 -0.6710
C -0.1289 -0.1817 0.2717
O 0.7528 1.5016 -1.2287
O 1.2031 -2.4670 -1.4152
O 2.7532 -2.2107 0.4625
O -2.9824 1.9698 1.0140
O 1.9714 -0.2717 -0.9388
O 0.4980 -1.3357 0.6001
S 1.7285 -1.7174 -0.3382
H -1.9157 -0.1918 1.3498
H -1.4978 2.4046 -0.2018
```

Gap between HOMO and LUMO ... 0.345 Ha
Highest occupied orbital energy ... -11.10 eV
LUMO level ... -1.702 eV



# 5
Here is C20H20N4O6W as an isolated structure in a non-equilibrium geometry from OMol25. Energies are from wB97M-V/def2-TZVPD.

```
51
C20H20N4O6W, DFT wB97M-V/def2-TZVPD
C 1.8983 -0.8792 -5.0749
C 0.9422 0.0338 -5.8554
H 2.9107 -0.4611 -5.0668
H 1.9473 -1.8545 -5.5741
H 1.5910 -1.0465 -4.0413
H 0.7267 0.9748 -5.3438
H 1.3951 0.2705 -6.8273
H -0.0135 -0.4660 -6.0525
C 2.4457 1.0556 1.4925
C 3.2506 1.5030 2.5400
C 2.9782 2.7372 3.1566
C 1.9077 3.4916 2.6999
H 2.6018 0.1075 0.9849
H 4.0938 0.8925 2.8548
H 3.6055 3.0976 3.9738
H 1.6456 4.4644 3.1226
N 1.4211 1.8120 1.0277
C 1.1369 3.0071 1.6316
C 0.0387 3.7000 1.0226
N -0.4973 3.0616 -0.0725
C -1.5638 3.6383 -0.6962
C -1.5285 5.5268 0.8150
C -2.0781 4.8582 -0.2797
H -1.9749 3.0867 -1.5374
H -2.9175 5.2898 -0.8255
C -0.4555 4.9334 1.4639
H 0.0202 5.3907 2.3281
H -1.9360 6.4791 1.1625
W 0.1183 1.1122 -0.5308
C -0.6327 1.1336 -2.5172
H -0.3880 2.0485 -3.0706
H -1.7189 0.9654 -2.5364
H -0.0951 0.2864 -2.9703
O -1.9149 -1.1052 -0.7172
C -0.9694 -1.4674 -0.0303
O 0.1903 -0.8121 0.1069
C -1.0476 -2.7522 0.8068
C -0.3926 -2.8409 2.0399
C -0.5430 -4.0002 2.8363
C -1.2630 -5.1128 2.3823
C -1.9102 -5.0128 1.1444
C -1.8194 -3.8343 0.3685
N -2.6412 -6.1375 0.6156
O -2.7154 -7.1924 1.2808
O -3.1761 -6.0107 -0.5078
N 0.0781 -4.0373 4.1363
O 0.7048 -3.0272 4.5251
O -0.0344 -5.0757 4.8241
H 0.2433 -2.0254 2.3774
H -1.3339 -6.0111 2.9942
H -2.3309 -3.7961 -0.5872
```

Charge ... +2
ΔE to the lowest compared entry with this formula, charge and spin ... 0.0 kJ/mol
Gap between HOMO and LUMO (spin up / spin down) ... 0.192 / 0.211 Ha
Highest occupied orbital energy (spin up / spin down) ... -15.18 / -15.18 eV
Multiplicity ... 3
LUMO level (spin up / spin down) ... -9.967 / -9.445 eV



# 6
Here is C23H20Cl2CrF9N4O as an isolated structure in a non-equilibrium geometry from OMol25. Energies are from wB97M-V/def2-TZVPD.

```
60
C23H20Cl2CrF9N4O, DFT wB97M-V/def2-TZVPD
Cr 0.0714 -0.4231 0.1675
C -2.4890 -1.5118 1.1085
N -1.2780 -0.9177 1.7775
C -1.6009 0.2545 2.6575
C -1.3295 1.5560 1.9359
C -1.4692 2.7981 2.5731
C -1.1760 3.9809 1.8766
C -0.7969 3.8288 0.5504
C -0.6803 2.6035 -0.0464
N -0.8659 1.4726 0.6423
C -0.6249 -2.0260 2.6202
C 0.8461 -1.8093 2.7164
C 1.6178 -2.4613 3.6856
C 2.9756 -2.1998 3.7909
C 3.5109 -1.3193 2.8927
C 2.6831 -0.4930 2.0727
N 1.3913 -0.8435 1.8738
C -2.0663 -2.2632 -0.2045
C -2.8488 -3.2990 -0.6728
C -2.5526 -3.9038 -1.8938
C -1.4238 -3.4548 -2.6220
C -0.6453 -2.4156 -2.0812
N -0.9890 -1.8099 -0.8931
H -3.1781 -0.6481 0.8218
H -3.2191 -2.0123 1.7921
H -0.8978 0.2723 3.5050
H -2.6102 0.1561 3.0800
H -1.8889 2.7946 3.5682
H -1.3819 4.9835 2.2667
H -0.7164 4.6464 -0.1863
H -0.4641 2.5814 -1.1178
H -0.8637 -2.9672 2.0805
H -1.1919 -2.1975 3.5774
H 1.1246 -2.9347 4.4574
H 3.6370 -2.7913 4.4493
H 4.5866 -1.1672 2.7393
H 2.9514 0.3495 1.5130
H -3.8237 -3.5746 -0.3045
H -3.1375 -4.7211 -2.2047
H -1.1550 -3.8592 -3.6011
H 0.2396 -2.0712 -2.5791
Cl -1.6244 3.1753 -3.6016
C -2.9652 4.3037 -3.4775
Cl -4.5378 3.6893 -4.0239
H -2.7696 5.2315 -4.0071
H -3.0716 4.5954 -2.3726
F 0.9257 1.3499 -3.7783
C 2.0233 0.5258 -3.5023
F 3.0845 0.9858 -4.1608
F 1.6607 -0.6983 -4.1116
C 2.2688 0.4109 -1.9384
O 1.0079 0.3393 -1.3495
C 3.2233 -0.8249 -1.6644
F 2.4957 -1.9122 -1.3212
F 4.0706 -0.6297 -0.6257
F 4.0116 -1.1174 -2.6988
C 2.8319 1.7601 -1.5019
F 2.8149 1.9500 -0.1999
F 4.1083 1.9283 -1.9145
F 2.1705 2.7549 -2.1348
```

Charge ... +1
Gap between HOMO and LUMO (spin up / spin down) ... 0.294 / 0.361 Ha
Highest occupied orbital energy (spin up / spin down) ... -10.70 / -12.69 eV
Multiplicity ... 5
LUMO level (spin up / spin down) ... -2.694 / -2.874 eV